[1]
Below is the molecule C8H18N2O at a distorted geometry, with properties calculated with the ωB97M-V functional and the def2-TZVPD basis.

```
29
Properties=species:S:1:pos:R:3:forces:R:3
C 0.43842 -5.40516 0.13524 0.2 1.9 1.4
C 0.29367 5.77652 0.01858 -2.0 -1.5 -1.7
C -0.47888 -4.56954 -0.83353 2.4 1.1 3.3
C -0.07238 4.47399 0.78354 2.4 0.4 -0.4
C 0.20269 -3.20689 -1.16172 -0.6 -1.2 -0.2
C -0.49356 3.30079 -0.11229 -1.2 -1.7 1.3
C 0.08578 -2.33553 0.03149 -0.1 2.3 1.5
C -0.54033 1.93298 0.67617 2.0 0.1 -1.3
N 1.07369 -1.27747 -0.16179 1.4 3.2 0.4
N 0.70509 1.24161 0.31153 2.6 -0.6 -0.9
O 0.44692 -0.03647 0.21748 -3.0 -2.9 0.5
H 1.52231 -5.24820 -0.03580 -0.5 0.1 -0.1
H 0.21671 -4.97042 1.18918 0.6 -0.9 -1.6
H 0.33296 -6.46669 0.23192 -0.7 -0.6 -0.3
H 1.12259 5.59474 -0.71883 -1.3 0.1 0.2
H -0.65275 6.27367 -0.33215 1.0 -0.7 -0.8
H 0.64570 6.52921 0.61017 1.3 1.7 2.3
H -1.36304 -4.43087 -0.21847 -0.5 0.3 -0.5
H -0.69318 -4.97160 -1.72968 -0.9 -2.1 -2.8
H -0.87668 4.61901 1.51657 0.4 0.1 0.0
H 0.94245 4.29113 1.29637 -1.7 -0.6 -0.3
H 1.26192 -3.30364 -1.44700 -0.3 -0.3 0.1
H -0.31983 -2.74877 -2.00667 0.1 0.1 0.1
H -1.54074 3.37225 -0.42782 0.1 0.7 -0.2
H 0.06464 3.00523 -1.00209 0.4 0.9 0.1
H 0.35140 -2.87275 1.01931 -0.7 0.8 -1.4
H -0.89268 -1.78509 0.03271 0.4 -1.1 0.6
H -1.31452 1.28072 0.38447 -1.4 -0.5 -0.4
H -0.46836 1.93727 1.73312 -0.4 0.8 1.3
```
Positions in Å, forces in eV/Å.

Output
Gap between HOMO and LUMO (alpha / beta) in eV: 9.92 / 8.65
Calculated total energy in eV: -13608.267

Here is what natural (NBO) gives for the atomic charges, in e:
1. C -0.6155
2. C -0.6044
3. C -0.3872
4. C -0.4015
5. C -0.4054
6. C -0.4107
7. C -0.3010
8. C -0.2740
9. N -0.0497
10. N -0.0353
11. O -0.2386
12. H 0.2041
13. H 0.1944
14. H 0.2175
15. H 0.2113
16. H 0.1990
17. H 0.2052
18. H 0.1976
19. H 0.2017
20. H 0.2054
21. H 0.2054
22. H 0.2189
23. H 0.2083
24. H 0.2040
25. H 0.2276
26. H 0.2093
27. H 0.2123
28. H 0.1948
29. H 0.2066

***

[2]
Below is the molecule C8H18N2O2 at a distorted geometry, with properties calculated with the ωB97M-V functional and the def2-TZVPD basis.

```
30
Properties=species:S:1:pos:R:3:forces:R:3
C 0.26562 0.48246 1.45492 -1.4 0.8 -0.9
C 0.63638 -0.88206 1.93247 0.7 -0.3 -0.4
C -0.76791 0.70342 0.28438 0.4 -3.0 1.8
C 1.20993 -1.60416 0.69319 1.7 1.2 0.4
C -0.02078 0.03716 -0.87774 1.5 -2.8 0.0
C 1.33343 -3.07134 0.86664 0.9 -1.8 1.2
C -1.71656 2.32315 -1.20151 -2.5 -0.4 -2.4
C -1.02532 2.14205 0.09915 1.6 0.5 -0.5
N -0.13741 -0.47338 -3.31900 -2.9 0.3 1.8
N -0.82898 -0.27891 -2.02823 -0.6 -1.1 -0.4
O 0.36791 -1.43344 -0.45004 -0.1 2.1 0.2
O 1.21193 0.68316 -1.15262 -1.4 0.0 -0.4
H -0.09960 1.04293 2.25808 -0.6 1.0 1.5
H 1.17583 0.98866 1.13442 0.1 0.0 0.0
H 1.47404 -0.59777 2.61698 -0.6 -1.1 -0.1
H -0.15526 -1.50264 2.45310 0.7 0.9 -0.6
H -1.78378 0.18484 0.50736 1.8 0.3 -0.6
H 2.28812 -1.22495 0.54972 -1.6 0.1 -0.3
H 0.81349 -3.45252 -0.01995 0.5 -0.8 0.3
H 0.73497 -3.30016 1.78125 0.5 -0.6 -0.7
H 2.43278 -3.49085 1.01622 -2.4 0.9 -0.5
H -1.78009 1.29235 -1.78300 -0.2 2.6 1.2
H -1.15446 2.99619 -1.90783 -1.0 -0.2 0.8
H -2.81063 2.65226 -0.96150 1.9 -0.2 -1.0
H -1.64883 2.55435 0.89023 0.6 0.1 0.4
H 0.01203 2.55131 0.02786 -0.9 0.5 0.5
H 0.39451 0.34320 -3.36433 0.8 1.8 -0.9
H 0.49350 -1.17900 -3.14715 2.0 -2.4 0.1
H -1.34031 -1.15430 -1.72904 0.8 1.3 -1.0
H 1.57042 0.32248 -1.98602 -0.2 0.0 0.7
```
Positions in Å, forces in eV/Å.

Output
Gap between HOMO and LUMO in eV: 9.55
Calculated total energy in eV: -15660.066

Here is what natural (NBO) gives for the atomic charges, in e:
1. C -0.3997
2. C -0.4222
3. C -0.2573
4. C 0.0848
5. C 0.6999
6. C -0.6268
7. C -0.6701
8. C -0.4284
9. N -0.6071
10. N -0.5248
11. O -0.6336
12. O -0.7269
13. H 0.2068
14. H 0.2134
15. H 0.2186
16. H 0.2034
17. H 0.2233
18. H 0.1614
19. H 0.2371
20. H 0.2028
21. H 0.2132
22. H 0.2663
23. H 0.2106
24. H 0.2023
25. H 0.2158
26. H 0.2099
27. H 0.3285
28. H 0.3285
29. H 0.3958
30. H 0.4742

***

[3]
Below is a cluster of 2 separate species, C8H18N2Si in total at a distorted geometry, with properties calculated with the ωB97M-V functional and the def2-TZVPD basis.

```
29
Properties=species:S:1:pos:R:3:forces:R:3
C 0.70273 -1.57053 -2.51715 -0.2 1.4 -2.5
C -0.90533 1.60059 -2.51299 -0.6 3.0 0.7
C -0.09273 -1.52328 -1.44594 0.7 -0.9 0.9
C -0.82455 1.56534 -1.20565 -1.6 0.0 2.8
C 1.90571 1.53908 1.35188 -1.1 0.4 2.4
C 2.74669 -0.28392 0.31748 -1.2 1.6 -0.2
C -3.00933 -0.05096 1.02985 -1.7 0.8 -0.7
C -1.08723 -1.30354 2.01343 0.9 2.4 2.1
N 1.62334 0.17595 1.11519 -1.0 -2.1 -2.6
N -1.60114 -0.35488 1.05712 1.7 1.3 -3.8
Si -0.58383 -0.08471 -0.37173 1.5 0.6 2.8
H 1.28482 -2.43539 -2.74153 0.1 -0.9 0.1
H 0.79102 -0.87402 -3.44687 -0.2 -0.4 2.3
H -1.18237 2.56506 -2.93488 0.0 -0.3 -0.6
H -0.75455 0.77460 -3.09253 0.6 -1.9 -1.7
H -0.04707 -2.52200 -0.91838 -0.2 1.3 -0.1
H -1.25712 2.42843 -0.55527 1.3 -1.3 -1.2
H 1.86731 2.19091 0.49321 -0.5 0.7 -0.3
H 1.28122 1.74665 2.25672 -0.1 1.1 -1.1
H 2.90130 1.67391 1.76570 0.6 -0.2 0.0
H 2.83356 0.04155 -0.69629 -0.5 0.7 -1.3
H 3.63830 0.07579 0.71539 1.8 1.0 1.2
H 2.94929 -1.27003 0.24971 -0.3 -3.8 0.1
H -3.27899 0.02713 2.07915 -0.7 -0.4 0.2
H -3.27764 1.05762 0.67727 0.9 -2.4 0.2
H -3.72600 -0.83705 0.45069 1.6 1.7 1.3
H -0.97699 -0.70568 3.04379 -0.3 -1.6 -1.8
H -1.87673 -2.00218 2.05471 -0.2 -1.8 0.8
H -0.04368 -1.64442 1.76792 -1.3 0.1 0.1
```
Positions in Å, forces in eV/Å.

Output
Gap between HOMO and LUMO (alpha / beta) in eV: 7.04 / 7.04
Calculated total energy in eV: -19440.159

Here is what natural (NBO) gives for the atomic charges, in e:
1. C -0.2982
2. C -0.3165
3. C -0.7814
4. C -0.7192
5. C -0.4452
6. C -0.4431
7. C -0.4182
8. C -0.4104
9. N -0.6367
10. N -0.8903
11. Si 1.8671
12. H 0.1892
13. H 0.1924
14. H 0.2008
15. H 0.1911
16. H 0.2428
17. H 0.2437
18. H 0.1615
19. H 0.1927
20. H 0.1713
21. H 0.1492
22. H 0.1730
23. H 0.1812
24. H 0.2031
25. H 0.2080
26. H 0.1760
27. H 0.1853
28. H 0.1830
29. H 0.2480

***

[4]
Below is a structure of composition C8H18N3O3Pt, with properties calculated with the ωB97M-V functional and the def2-TZVPD basis.

```
33
Properties=species:S:1:pos:R:3:forces:R:3
Pt -0.37577 -1.79486 0.10855 -0.1 0.0 -0.2
N 0.00874 -3.76709 0.46672 0.1 0.0 0.1
C 1.29293 -4.14287 -0.21012 0.0 0.0 0.0
C 1.62882 -3.19137 -1.36414 -0.1 -0.1 -0.1
O 2.44655 -3.50561 -2.17923 0.0 0.0 0.0
O 0.98237 -2.03806 -1.33720 -0.1 -0.1 0.0
H 0.05411 -3.99811 1.45480 0.0 0.0 0.0
H -0.75715 -4.31167 0.07690 0.0 0.0 0.0
H 1.25211 -5.16686 -0.57227 0.0 0.0 0.0
H 2.09632 -4.06680 0.52102 0.0 0.0 0.0
C 1.09893 2.56894 1.17894 0.0 0.0 0.0
N 0.82177 1.47911 0.24780 -0.1 0.0 0.1
C 1.89751 0.51357 0.06529 0.0 0.1 -0.1
C -0.40468 1.23865 -0.24257 0.1 0.1 0.0
O -0.80629 0.06916 -0.55679 -0.1 -0.1 0.0
N -1.25756 2.25595 -0.44936 0.0 0.0 0.0
C -2.65657 1.96355 -0.74408 0.0 0.0 0.0
C -0.80864 3.58325 -0.86571 0.0 0.0 0.0
H 1.59085 2.15345 2.05931 0.0 0.0 0.0
H 0.17493 3.04339 1.49466 0.0 0.0 0.0
H 1.75745 3.31726 0.73702 0.0 0.0 0.0
H 2.83700 1.06206 0.02364 0.0 0.0 0.0
H 1.76971 -0.03178 -0.86607 0.0 0.1 0.1
H 1.95089 -0.19495 0.89773 0.0 0.0 0.0
H -2.99591 1.10796 -0.16907 0.0 0.0 0.0
H -2.80073 1.75144 -1.80489 0.0 0.0 0.0
H -3.25015 2.83328 -0.46953 0.0 0.0 0.0
H 0.26440 3.59184 -1.02574 0.0 0.0 0.0
H -1.07395 4.34172 -0.12901 0.0 0.0 0.0
H -1.29315 3.83029 -1.81062 0.0 0.0 0.0
C -1.57484 -1.56955 1.49847 0.3 0.1 0.2
H -1.77053 -2.29670 2.28993 -0.1 -0.1 -0.1
H -2.09951 -0.62857 1.67560 -0.1 0.0 -0.1
```
Positions in Å, forces in eV/Å.

Output
Gap between HOMO and LUMO in eV: 7.62
Calculated total energy in eV: -22440.525
Charge: +1

Here is what natural (NBO) gives for the atomic charges, in e:
1. Pt 1.0021
2. N -0.7469
3. C -0.3584
4. C 0.7615
5. O -0.5438
6. O -0.7868
7. H 0.4131
8. H 0.4166
9. H 0.2450
10. H 0.2399
11. C -0.4103
12. N -0.4208
13. C -0.4302
14. C 0.8177
15. O -0.7018
16. N -0.4092
17. C -0.4038
18. C -0.4128
19. H 0.2158
20. H 0.2219
21. H 0.2129
22. H 0.2255
23. H 0.2562
24. H 0.1903
25. H 0.2152
26. H 0.2135
27. H 0.2178
28. H 0.2222
29. H 0.2123
30. H 0.2211
31. C -0.2326
32. H 0.1639
33. H 0.1731